C25H29BO6 as an isolated structure. Source: the Open Molecules 2025 dataset; level of theory: wB97M-V/def2-TZVPD.

Computed properties:
orbital gap: 0.136 hartree
lowest unoccupied orbital energy: -1.5 eV
energy relative to the best compared isomer or geometry (same formula, charge and spin): 5.017 eV
E_HOMO: -0.1912 Ha

```
! RIJCOSX wB97M-V def2-TZVPD def2/J DEFGRID3
* xyz 0 1
C 4.2531 0.6018 -3.2248
O 1.8450 1.0733 0.9925
H 1.0959 -0.4437 -2.0382
C -2.1130 -0.8965 -0.6350
C -2.5351 2.8727 -2.0137
C 5.5244 -1.3126 -1.9944
H -3.7291 -2.3088 3.2332
H -0.0683 -1.7394 3.7682
H 6.4698 -0.7459 -2.0752
H -2.2655 2.1867 -4.0644
H 1.6386 2.0009 2.7224
C -2.1363 2.5771 -0.6878
H -3.8256 -1.0432 0.6813
H -2.7222 2.9430 0.1540
C 2.1848 -0.0385 -2.4888
C -1.9260 2.0821 -3.0334
C -0.8268 -2.7990 -1.1484
H 2.5550 1.4714 3.9410
C -1.7280 -3.5484 -0.4061
H -1.6994 -4.6519 -0.3585
H -1.0553 -0.4318 3.0887
H 0.5218 -1.9774 1.3852
C -0.3732 1.0503 -1.4546
H 3.0486 -0.2544 4.3525
C 2.5365 0.3904 3.6067
C -3.9926 4.5851 -1.2138
C 1.0152 1.2658 2.1587
H 5.6514 -2.1828 -2.6686
C -2.5225 -2.8582 0.5670
O 3.1696 -0.5456 -1.6958
C -1.0196 1.7673 -0.4275
C 1.0327 -0.1879 2.8077
H -0.4713 0.5300 -3.5046
C -0.8657 -1.3725 -1.0877
H 5.4252 -1.7263 -0.9856
H -4.7077 -3.3753 2.2357
C 4.3943 -0.4231 -2.3270
H -4.5371 3.9025 -0.5342
O -3.4324 3.8424 -2.3780
H 4.9802 1.0425 -3.8889
H -3.2003 5.0666 -0.6099
H -0.8030 1.4802 0.6055
H -4.6665 5.3576 -1.6052
H 2.4205 1.7779 -3.6863
C 2.8696 0.9503 -3.1904
B 2.8085 0.1368 1.6171
C 1.2801 -1.3171 1.8361
C -2.9776 -1.5752 0.2006
H -2.4610 0.0984 -0.8897
C -0.8930 1.1936 -2.7482
H -0.1330 -0.1400 4.5943
C 0.2403 -0.3191 -1.1691
C -3.7532 -3.2674 2.7321
H -3.6219 -4.0578 3.4775
O 3.7142 0.5614 2.4638
O 2.5164 -1.2981 1.3565
H 0.7556 -0.3208 -0.1867
H -0.1007 -3.2904 -1.7791
C -0.1254 -0.6458 3.6311
O -2.6606 -3.4212 1.7931
H 0.0013 1.7076 2.1968
*
```



C25H29BrI2N7O5SV as an isolated structure. Source: the Open Molecules 2025 dataset; level of theory: wB97M-V/def2-TZVPD.

Computed properties:
orbital gap (alpha / beta): 0.254 / 0.277 hartree
lowest unoccupied orbital energy (alpha / beta): -3.9 / -3.3 eV
energy relative to the best compared isomer or geometry (same formula, charge and spin): 0.050 eV
E_HOMO (alpha / beta): -0.3967 / -0.3971 Ha
<S²>: 0.776

```
! RIJCOSX wB97M-V def2-TZVPD def2/J DEFGRID3
* xyz 1 2
H 7.5670 -2.5362 -0.6108
O 1.3444 0.1935 -1.1455
C -2.7655 0.8403 -0.2355
O 0.8755 -1.6512 -2.7590
H -4.8537 0.7931 1.4401
H -2.0739 -6.1954 -0.1988
H 5.9699 -0.7807 -0.1588
C -0.3893 -0.7623 2.2738
N -1.7040 0.5251 0.0563
H -4.4051 -0.0338 -2.2207
C 0.2440 5.4354 2.0330
N -1.4872 -2.9463 0.4301
C -4.1176 1.3294 -0.5478
C 3.9108 -0.9987 -0.6831
H -1.4270 3.1827 0.1522
H -1.3388 -1.2591 2.1166
C 0.6916 -1.6787 2.8176
C 0.8831 3.0714 1.5834
I -1.9470 0.1107 -4.1050
O 2.0324 -0.2158 1.5331
H 7.1110 -4.0411 -1.2423
H -3.5112 2.3800 -2.3623
H 0.6102 0.6592 -3.6692
N 3.1434 -1.4988 2.9813
C 3.2753 -3.1379 -1.6161
C 2.0144 -1.0932 2.4279
H -3.4505 3.3807 -0.8973
C -2.0888 -4.1337 0.4380
C 4.5675 -3.5858 -1.4665
H -5.8917 0.5772 -1.4814
H 4.0184 -1.1167 2.6569
C 5.5563 -2.7509 -0.9240
H -3.0300 -4.1883 0.9738
C -4.7851 1.6692 0.7952
N 0.2995 -1.6406 -0.2617
C -0.3283 -2.8841 -0.2222
H -0.0072 1.6732 -5.0141
H -0.5157 0.1338 2.8967
C -1.1989 4.1151 0.6531
S 1.3147 -1.2690 -1.4579
H -2.4915 7.0791 0.9251
H -5.7938 2.0288 0.5925
C -1.7841 6.2720 1.0718
H 1.1399 5.5463 2.6287
C 2.9385 -1.8484 -1.2045
N 0.2818 -3.8933 -0.8423
C -1.5663 -5.2429 -0.2009
H 3.6543 0.0141 -0.4102
H 0.1406 -5.8759 -1.3563
H -4.2397 2.4574 1.3143
H 3.1508 -2.1985 3.7029
C -0.6484 6.4721 1.8503
H 2.5180 -3.7730 -2.0505
C -0.1929 1.2960 -4.0174
H 4.8316 -4.5863 -1.7855
C -0.0446 4.2235 1.4188
H -4.9545 -0.6814 -0.6634
N -2.0579 5.1139 0.4792
O 0.4084 1.9464 1.0081
I -0.3171 2.9670 -2.7210
O 1.9139 3.0956 2.1899
N 6.8342 -3.2105 -0.7483
Br -0.3476 8.1519 2.6436
V 0.2883 0.2213 0.6253
C -0.3514 -5.0610 -0.8373
H 0.6259 -2.6660 2.3506
H -5.0098 2.9531 -1.6114
C 5.2070 -1.4481 -0.5411
H 0.6374 -1.8344 3.8983
C -4.0000 2.5916 -1.4136
C -4.8837 0.2180 -1.2751
*
```



A 2-piece molecular cluster, C25H29F5N3O overall. Source: the Open Molecules 2025 dataset; level of theory: wB97M-V/def2-TZVPD.

Computed properties:
orbital gap: 0.241 hartree
lowest unoccupied orbital energy: -5.2 eV
E_HOMO: -0.4311 Ha

```
! RIJCOSX wB97M-V def2-TZVPD def2/J DEFGRID3
* xyz 1 1
C 4.0928 0.7866 2.3101
H -0.9426 0.3787 3.5208
H 2.0640 3.4938 3.6399
C 5.5896 -3.9308 2.4047
C -4.0392 -2.3247 2.3474
C -2.6034 -0.5806 1.5119
H 2.7844 -4.7760 0.5383
H -1.3829 5.1877 3.2618
H 4.9316 -1.8422 0.8758
H 3.5713 -3.2062 2.3065
F -6.3644 -2.2190 1.9347
C -4.9703 -0.5153 1.0743
H -1.4880 5.0891 1.4978
H 1.5638 -0.2356 2.5781
F -6.0380 0.0965 0.5370
C 5.3385 1.4642 2.1621
C -0.9045 0.9563 2.5880
C 1.6291 0.8297 2.4595
C 7.7553 1.3630 1.9789
H 8.6644 0.7836 1.9430
C 0.3440 3.0449 2.3560
C 0.8283 3.5539 1.0042
H -0.5032 -0.7466 1.3273
H 0.2342 3.0957 0.2164
C 6.6539 3.4883 1.9303
H 5.4269 -4.6302 3.2265
H -1.2066 0.6333 0.4902
C 2.8668 1.4223 2.3244
H 6.0013 -3.0094 2.8195
C -5.1368 -1.6932 1.7849
F -4.2044 -3.4735 3.0234
N -1.1237 3.2728 2.4604
H 3.7004 -2.5052 0.0348
N 4.5592 -2.7174 0.5276
C 3.7145 -4.9608 1.0776
F -1.7179 -2.3822 2.7772
H 6.7109 4.5626 1.8607
C 6.5422 0.7311 2.1146
H 1.8693 3.3110 0.8127
F -3.5505 1.1418 0.1763
H 6.5004 -0.3414 2.1883
C 5.4340 2.8681 2.0630
C -1.7411 4.5868 2.4291
N 0.4664 1.5444 2.4465
C 4.3081 -3.6655 1.6221
C -3.7050 0.0344 0.9269
O -3.0372 2.0878 2.9933
H 6.3461 -4.3596 1.7475
C 7.8182 2.7410 1.8875
H 2.8783 2.4846 2.2083
H 4.1239 -0.2821 2.4149
H 8.7708 3.2330 1.7846
C -1.2562 0.0443 1.4115
H 4.4096 -5.4243 0.3776
H 0.7129 4.6329 0.9247
H 4.5409 3.4675 2.0990
H 3.5094 -5.6816 1.8708
H 0.5244 3.3647 4.4698
C 1.0043 3.7172 3.5582
C -1.8602 2.1353 2.7113
C -2.7755 -1.7655 2.2178
H -2.8231 4.4836 2.4948
H 0.8866 4.7989 3.5210
*
```



C25H29F5N4ORhS as an isolated structure. Source: the Open Molecules 2025 dataset; level of theory: wB97M-V/def2-TZVPD.

Computed properties:
orbital gap: 0.256 hartree
lowest unoccupied orbital energy: -3.3 eV
energy relative to the best compared isomer or geometry (same formula, charge and spin): 1.216 eV
E_HOMO: -0.3790 Ha

```
! RIJCOSX wB97M-V def2-TZVPD def2/J DEFGRID3
* xyz 1 1
H -0.2412 -2.1960 -1.8066
H 3.4835 4.1325 -0.2010
C 0.2131 -4.7301 -0.8631
C -4.2107 1.3651 3.0440
H 1.6050 -1.9536 2.5176
C 1.7038 -2.1797 1.4631
C -2.3234 0.0682 2.2379
H 3.9315 1.7148 1.6048
H 4.0661 3.3349 2.2667
C 1.6013 4.2721 1.7956
C -1.9468 0.2833 -3.2445
H 2.9738 2.1772 3.0325
N -0.8160 0.1991 -1.1463
Rh 0.3008 -0.9527 0.4762
C 3.3648 2.5235 2.0732
O 1.9576 -0.9103 -1.2846
H -1.5961 -5.8561 -0.5477
C -4.4761 -0.0083 1.1163
H 0.4512 -5.2228 -1.7974
H 1.0834 -1.4000 -4.2698
C -0.3582 -1.6005 -2.7082
C -0.9512 -5.0737 -0.1686
H 2.0341 0.7267 -0.1613
C -5.0083 0.8827 2.0257
H -1.2761 1.6795 0.2084
H 4.1396 -0.9887 -2.6202
H 1.2161 4.0538 2.7918
N 1.5624 0.7258 0.7435
C 2.2298 3.0259 1.1872
C -0.3995 -3.4644 1.5294
H 3.3616 -1.2180 -4.2053
C -2.3810 1.9559 -1.6084
H 2.6922 -2.0821 1.0287
F -6.2744 1.2734 1.9186
H 2.2155 0.3713 1.4339
H -0.6084 -3.0124 2.4883
N 0.9686 -1.3704 -3.2704
H 1.9767 -3.5233 -0.8829
C 2.0193 -1.0160 -2.5213
H -3.3147 1.9114 -3.5432
N 1.1433 2.0155 1.1671
F -2.1515 1.4570 4.1313
H -2.8968 2.8381 -1.2553
S -0.6285 -0.3814 2.4667
H 1.9253 3.6448 -0.8726
F -4.7112 2.2285 3.9227
H 2.3416 5.0690 1.8716
C -3.1625 -0.4150 1.2418
F -2.7209 -1.3291 0.3576
H -0.9409 -2.1741 -3.4247
C 2.7464 3.3287 -0.2229
C -1.2588 -4.4370 1.0122
C 3.2955 -0.7092 -3.2451
C -1.4741 1.3113 -0.7898
F -5.2287 -0.4727 0.1172
C -1.0753 -0.3220 -2.3529
H 0.4113 2.3203 0.5414
C -2.6140 1.4361 -2.8693
H 3.3466 0.3678 -3.4178
C -2.8924 0.9595 3.1396
C 1.0585 -3.7682 -0.3617
H -2.1598 -4.6961 1.5521
H 0.7754 4.6372 1.1781
C 0.7909 -3.1178 0.8673
H -2.1208 -0.1665 -4.2137
H 3.2322 2.4575 -0.6735
*
```



One molecule with the formula C25H29N3O4S. Source: the Open Molecules 2025 dataset; level of theory: wB97M-V/def2-TZVPD.

Computed properties:
orbital gap: 0.326 hartree
lowest unoccupied orbital energy: 0.4 eV
energy relative to the best compared isomer or geometry (same formula, charge and spin): 2.338 eV
E_HOMO: -0.3101 Ha
structure (SMILES): CCOCCCNC(=O)[C@H](c1ccc(OC)cc1)N(Cc1cccs1)C(=O)c1ccccn1

```
! RIJCOSX wB97M-V def2-TZVPD def2/J DEFGRID3
* xyz 0 1
C -1.3533 0.4735 1.0427
C -0.3974 -3.7221 1.1606
H 1.3118 -1.2633 -2.6447
H 7.0252 2.5731 -1.0267
C 5.3210 3.8327 -0.6315
C 6.5855 3.4876 -1.4169
C -5.0084 1.4945 3.7303
H 1.4939 -5.3103 0.0437
C 0.3199 -1.4382 0.9377
C -4.1022 1.5490 1.6015
H 3.4185 3.3714 -2.2640
H 7.3054 4.2952 -1.3178
H 1.7424 -5.2528 1.8123
H 1.6421 -3.1012 0.8518
C -0.9819 -0.9883 1.0799
N 0.3305 1.5409 -0.3389
H 6.3653 3.3488 -2.4728
H -5.1372 1.7943 4.7545
C 3.7399 2.4525 -1.7486
C 0.3060 -1.5791 -2.4007
H 1.8745 2.7673 0.2636
C -2.6299 0.1525 -1.1113
C -0.1155 -2.8780 -2.6198
H 4.8404 4.7192 -1.0748
H -1.7983 -4.2054 -2.4634
H -3.4204 2.8951 3.1289
C -0.1513 1.4371 0.9047
C -3.2503 1.8920 0.4270
H 2.1056 1.1988 -2.3542
C -1.7205 -0.9574 -1.5590
C 2.5278 1.5848 -1.4244
C 1.0717 -5.5882 1.0151
H 0.0045 0.8853 -1.0554
C -1.7059 -3.2703 1.3460
H 1.1227 -0.7315 0.7961
H -6.4740 -0.1252 3.5699
S -5.2696 0.2703 1.4953
C -2.2497 -2.2266 -1.7764
H -3.0055 -1.5893 1.4550
N -2.3804 0.7805 0.0563
H -2.6320 2.7632 0.6656
C 0.6165 -2.7909 0.9735
H 0.5575 -3.6106 -3.0371
O -3.5654 0.4555 -1.8336
H -3.2798 -2.4265 -1.5298
N -0.4734 -0.6414 -1.8867
H 1.1237 3.2167 -1.2870
C -1.9882 -1.9244 1.3133
C -4.0790 2.0923 2.8488
C -1.4254 -3.2053 -2.2999
O 0.2504 2.0662 1.8635
H 2.8594 0.7462 -0.8110
O -0.2267 -5.0716 1.1800
H -1.7954 0.7129 2.0220
C -5.7139 0.4974 3.1417
O 4.3924 2.7782 -0.5428
C 1.4618 2.3756 -0.6691
H -3.8681 2.1077 -0.4499
H 0.9665 -6.6707 1.0657
H -2.4816 -4.0001 1.5148
H 5.5803 4.0577 0.4061
H 4.4176 1.9029 -2.4194
*
```



One molecule with the formula C25H29N5O2. Source: the Open Molecules 2025 dataset; level of theory: wB97M-V/def2-TZVPD.

Computed properties:
orbital gap: 0.332 hartree
lowest unoccupied orbital energy: 0.5 eV
energy relative to the best compared isomer or geometry (same formula, charge and spin): 0.538 eV
E_HOMO: -0.3141 Ha
structure (SMILES): O=C(C[C@H]1C(=O)NCCN1Cc1ccc(-c2ccccc2)cc1)NCCCn1ccnc1

```
! RIJCOSX wB97M-V def2-TZVPD def2/J DEFGRID3
* xyz 0 1
C -5.7173 -0.7659 -0.0100
N 3.5666 -3.0160 0.4750
H 2.6867 2.5544 3.0943
H -2.2110 -0.9058 -1.7356
C -0.6251 3.3720 -0.8520
H -0.5616 2.7816 1.9275
H 1.3071 -3.6561 2.6954
H 2.6933 -0.0329 -0.2992
C 2.1229 1.8786 1.2938
H -0.1690 3.3032 -1.8410
H 0.9425 4.1160 3.3754
C 3.3810 -4.3570 0.4501
N 2.4834 -4.7479 1.3116
H -4.4108 1.4514 1.0650
H 5.4092 -2.7251 -0.4256
C 2.7112 -2.5305 1.4239
H -0.6449 4.5037 1.4688
H -0.6674 0.9607 -2.0955
C -2.7075 2.3863 0.1815
H 2.6597 -1.4876 1.6613
H 3.2394 2.3543 -0.8334
C -6.1059 -3.1104 0.3165
H -2.8641 3.3167 0.7098
H 1.7692 -2.1249 -1.2472
C 4.4275 -2.2421 -0.3773
C 2.0555 -3.6157 1.9294
C 2.4597 -1.4949 -1.8198
H 4.5385 -1.4936 -2.3877
C -4.3444 -0.9880 -0.0855
H 3.8081 -3.1005 -2.2590
C -6.5903 -1.8196 0.1861
C -3.5887 1.3394 0.3730
H -4.3583 -4.3463 0.3503
C 2.1401 0.9335 -1.9937
C -1.6334 2.2624 -0.6922
H -6.7886 -3.9326 0.4717
C 0.0002 3.6237 1.4871
N 2.0773 2.7429 2.3107
H -7.6536 -1.6338 0.2354
N 0.4533 3.3549 0.1398
H 3.9257 -5.0092 -0.2037
O 1.8208 0.9227 -3.1659
N 2.4506 -0.1596 -1.2788
C 3.8606 -2.1126 -1.7984
H 1.9364 3.0573 -1.7889
H 2.1025 -1.4250 -2.8503
H -2.8043 -2.4755 0.0040
H -1.1129 4.3465 -0.7661
C -3.4147 0.1312 -0.2976
O 2.8441 0.8879 1.3353
C -3.8681 -2.2906 0.0433
H -6.1015 0.2371 -0.1281
C 1.2285 3.9085 2.3420
H 1.7606 4.7776 1.9371
C 2.2075 2.2110 -1.1606
H 0.6186 1.2548 -0.0241
H 4.5504 -1.2542 0.0729
C -1.4723 1.0641 -1.3815
C -2.3455 0.0118 -1.1819
C -4.7424 -3.3420 0.2459
C 1.2649 2.1496 0.0667
*
```



One molecule with the formula C25H29N5O4S. Source: the Open Molecules 2025 dataset; level of theory: wB97M-V/def2-TZVPD.

Computed properties:
orbital gap: 0.327 hartree
lowest unoccupied orbital energy: 0.5 eV
energy relative to the best compared isomer or geometry (same formula, charge and spin): 1.722 eV
E_HOMO: -0.3098 Ha
structure (SMILES): Cc1cccc(OCc2nnc(SCC(=O)Nc3cccc(C(=O)N4CCOCC4)c3)n2C)c1C

```
! RIJCOSX wB97M-V def2-TZVPD def2/J DEFGRID3
* xyz 0 1
C 5.9182 1.4025 0.9129
H -6.0499 -0.7257 0.0607
C -1.5190 4.3251 0.2645
C 0.0162 0.2080 1.9786
H -5.9516 2.0551 -1.6068
C 4.5716 1.5831 0.1957
H 2.5107 -2.0134 1.4676
C 3.3848 -0.4875 -0.5335
H 1.7439 1.6888 -0.5279
O -4.4456 -1.4565 -0.9015
H -1.2242 5.3006 -0.1209
H -4.8168 -1.4222 1.1554
H 0.5071 -1.6617 2.8798
O 0.5159 3.5376 -0.7305
O 3.3952 -1.5315 -1.1652
H 3.7720 1.6642 0.9304
H 7.6043 0.0379 -1.4962
C -4.9764 -0.8247 0.2503
N -3.6263 0.8296 1.5096
N -3.1035 2.0463 1.2903
H 0.7400 -2.2058 -0.9488
H 6.1635 2.2917 1.4957
H -3.1118 -4.7572 0.2702
H -0.8187 -5.0401 0.0537
C -3.0611 -1.6623 -0.8683
C 6.7520 0.0958 -0.8180
H 0.5736 -4.0310 0.4509
H 5.8535 0.5321 1.5856
S -2.9728 3.8652 -0.7398
H -3.3434 -3.6120 1.5877
H -4.4424 -3.6022 0.1961
C -2.2452 -0.7766 -1.5592
C 2.2609 -0.1787 0.4017
H 6.7155 -0.8133 -0.1986
H -0.8749 0.3558 2.5705
H -0.2434 -0.2904 -2.1272
C 0.3710 1.1649 1.0274
C -0.5094 -4.0960 0.5022
N -4.3022 1.5001 -0.4623
C -4.3411 0.5012 0.4733
C 1.4919 0.9661 0.2309
C -3.4892 2.4362 0.0995
C 5.4428 0.2311 -1.5986
N -0.4441 2.2943 0.9339
H -1.8444 4.3978 1.3007
H 4.6034 2.4966 -0.4091
C -0.8784 -0.9743 -1.5852
O 6.9736 1.2251 -0.0006
C -3.4093 -3.7375 0.5062
C -0.3613 3.3409 0.0816
C -2.5182 -2.7576 -0.1971
H 5.5073 1.0873 -2.2788
C -4.9795 1.5705 -1.7251
C 1.9092 -1.1238 1.3572
C -0.3275 -2.0502 -0.9164
H 5.2317 -0.6783 -2.1626
H -1.3041 2.2295 1.4882
C -1.1320 -2.9388 -0.2175
H -2.6847 0.0494 -2.0965
N 4.3475 0.4525 -0.6754
H -5.1205 0.5620 -2.1121
H -4.3784 2.1581 -2.4199
C 0.7870 -0.9250 2.1424
H -0.8130 -4.1085 1.5478
*
```



> What is the formula in the second record?

C25H29BrI2N7O5SV



> What is the formula in the second record?

C25H29BrI2N7O5SV